{
  "formula": "C3H6F3O4SSi",
  "method": "the ωB97M-V functional and the def2-TZVPD basis",
  "species": ["C", "C", "C", "O", "O", "O", "O", "F", "F", "F", "Si", "S", "H", "H", "H", "H", "H", "H"],
  "xyz": [[1.005365, -1.634477, -0.292515], [0.592206, 0.818116, 1.558631], [0.920848, 0.997350, -1.506756], [-3.322156, -0.827608, -0.844307], [-1.435285, 0.789197, -0.404365], [-3.400154, 0.338928, 1.214483], [-1.439008, -1.117877, 0.788667], [1.400241, -2.287877, 0.875905], [0.560371, 2.177552, 1.327424], [1.995482, 0.244377, -2.060588], [-0.062347, -0.037987, -0.072254], [-2.515505, -0.220110, 0.257530], [1.981862, -1.401663, -0.762040], [0.504247, -2.368203, -0.841584], [1.591599, 0.589922, 1.666008], [-0.113778, 0.723555, 2.450004], [1.451643, 1.875707, -1.066922], [0.284376, 1.341099, -2.287326]],
  "forces_ev_per_a": [[1.3578, 1.1536, 0.0368], [-3.4639, -0.4400, -0.4144], [0.9373, -0.1822, 1.9795], [2.2554, 0.8768, 1.5556], [-3.0924, 0.5541, -0.1997], [0.5025, 1.1646, 1.3737], [0.3234, -0.3316, 0.2198], [-0.2858, -0.1467, 1.2632], [0.1118, 1.9001, -0.4350], [-0.1036, 0.0812, -0.5651], [3.7520, -0.0814, 1.1943], [-2.9406, -1.6056, -3.7885], [-0.8474, 0.0410, -0.0983], [-0.8394, -1.1371, -1.3084], [2.1728, -0.9154, 1.0782], [1.3271, -0.7075, -0.9021], [-0.7085, -0.3741, -0.1419], [-0.4584, 0.1501, -0.8477]],
  "e_tot_ev": -38265.96715,
  "mol_weight_g_mol": 223.2,
  "relative_energy_kcal_mol": 5.1,
  "charge": -1,
  "gap_ev": 9.80,
  "homo_energy_ev": -6.1,
  "largest_force_ev_per_a": 5.1
}